Below is a molecular structure, C4H5Br2F3 in a non-equilibrium geometry, with properties calculated with ωB97M-V/def2-TZVPD.

Output
E_HOMO (eV): -9.231
LUMO energy (Ha): 0.0099
ΔE to the lowest compared entry with this formula, charge and spin (kJ/mol): 75.41

Geometry (Å):
C1 -0.3309 -1.4696 -1.0499
C2 0.2804 0.3841 1.1717
C3 1.1789 1.3691 0.4334
C4 -1.0622 -0.3599 -0.3796
F1 -0.6093 1.0679 1.9392
F2 1.7355 0.7411 -0.6871
F3 2.2200 1.6492 1.2368
Br1 -2.6999 -0.8954 0.5394
Br2 -1.2442 1.2106 -1.4050
H1 -1.0136 -1.9592 -1.7471
H2 -0.1392 -2.1512 -0.3405
H3 0.5151 -1.2078 -1.5620
H4 0.6012 -0.5758 1.6777
H5 0.5682 2.1969 0.1732


Below is a single C4H5BrN2 molecule in a non-equilibrium geometry, with properties calculated with ωB97M-V/def2-TZVPD.

Output
SMILES string: C=C/N=C\C=N\Br
E_HOMO (eV): -8.712
LUMO energy (Ha): -0.0237
ΔE to the lowest compared entry with this formula, charge and spin (kJ/mol): 306.65

Geometry (Å):
C1 -1.3719 1.7050 -0.2140
C2 -0.8052 0.7761 0.4883
N1 -1.1435 -0.5600 0.1858
C3 -0.3010 -1.4688 -0.1667
C4 1.0742 -1.2825 -0.1852
N2 1.5643 -0.0997 -0.0316
Br1 3.3180 0.3000 0.0861
H1 -1.8547 1.4371 -1.0481
H2 -1.2030 2.7608 0.1170
H3 -0.3535 1.0253 1.3839
H4 -0.7265 -2.5132 -0.2674
H5 1.8030 -2.0804 -0.3481


Below is a molecular structure, C4H5BrN2O in a non-equilibrium geometry, with properties calculated with ωB97M-V/def2-TZVPD.

Output
E_HOMO (eV): -8.647
LUMO energy (Ha): 0.0034
ΔE to the lowest compared entry with this formula, charge and spin (kJ/mol): 211.93

Geometry (Å):
C1 1.0763 0.1029 -0.9518
C2 0.3871 1.2092 1.1368
C3 -0.9115 -0.4727 0.1543
C4 1.7576 0.0317 0.2878
N1 -0.1314 -0.3202 -1.1148
N2 -0.7434 0.5641 1.1485
O1 0.9106 2.2344 1.4317
Br1 1.7413 -1.5524 1.4040
H1 1.7632 0.3082 -1.8279
H2 -1.9595 -0.7277 -0.2133
H3 -0.6889 -1.4281 0.6710
H4 2.6547 0.5558 0.6289
H5 -1.5899 0.9812 1.5919


Below is a single C4H5BrN2O molecule in a non-equilibrium geometry, with properties calculated with ωB97M-V/def2-TZVPD.

Output
E_HOMO (alpha / beta) (eV): -7.806 / -9.823
LUMO energy (alpha / beta) (Ha): 0.0130 / -0.0394
ΔE to the lowest compared entry with this formula, charge and spin (kJ/mol): 28.66
Spin multiplicity: 3

Geometry (Å):
C1 -0.0971 0.5416 1.8784
C2 0.1730 -0.7310 1.7296
C3 -0.2215 1.4603 0.7246
C4 0.1154 -1.0237 -1.8231
N1 -0.3061 0.8506 -0.5229
N2 -0.5566 -0.4196 -0.7252
O1 -0.2049 2.6687 0.8078
Br1 0.2569 -2.2335 2.7355
H1 -0.1066 1.0856 2.8177
H2 1.0486 -0.5208 -2.1045
H3 0.3137 -2.0629 -1.5650
H4 -0.5542 -1.0226 -2.6918
H5 0.1393 1.4075 -1.2610


Below is 2 unconnected molecules or ions with the total composition C4H5BrN2O2 in a non-equilibrium geometry, with properties calculated with ωB97M-V/def2-TZVPD.

Output
SMILES string: C=N/C=C/Br.O=C=NO
E_HOMO (eV): -8.754
LUMO energy (Ha): 0.0205
ΔE to the lowest compared entry with this formula, charge and spin (kJ/mol): 561.29

Geometry (Å):
C1 0.2968 2.3433 0.8463
N1 0.8579 1.3473 1.3065
C2 1.1806 0.1982 0.6275
C3 0.4963 -0.9457 0.5507
Br1 1.4304 -2.5788 0.3881
H1 0.0679 2.4878 -0.2224
H2 0.2835 3.1113 1.5919
H3 2.1890 0.1923 0.2956
H4 -0.5579 -1.0007 0.8171
O1 -1.3492 1.0831 -0.6964
C4 -1.3931 0.0096 -1.0808
N2 -1.5427 -1.1161 -1.4427
O2 -1.1627 -2.3310 -1.8902
H5 -0.7969 -2.8006 -1.0910


Below is a single C4H5BrSi molecule in a non-equilibrium geometry, with properties calculated with ωB97M-V/def2-TZVPD.

Output
SMILES string: Br[SiH]1C=CC=C1
E_HOMO (eV): -9.258
LUMO energy (Ha): 0.0066
ΔE to the lowest compared entry with this formula, charge and spin (kJ/mol): 0.00

Geometry (Å):
Br1 -3.1588 -0.0050 -0.1256
Si1 -1.1087 -0.0014 0.7303
C1 -0.0763 -1.3532 -0.0111
C2 1.0441 -0.7359 -0.4701
C3 0.9610 0.7548 -0.6110
C4 0.0245 1.3102 0.0770
H1 -1.0808 -0.0891 2.1041
H2 -0.0911 -2.4514 0.1427
H3 1.9822 -1.0992 -0.8346
H4 1.6871 1.3474 -1.1776
H5 -0.1832 2.3228 0.1760


Below is a single C4H5Cl molecule in a non-equilibrium geometry, with properties calculated with ωB97M-V/def2-TZVPD.

Output
SMILES string: ClCC1=CC1
E_HOMO (eV): -9.414
LUMO energy (Ha): 0.0377
ΔE to the lowest compared entry with this formula, charge and spin (kJ/mol): 292.13

Geometry (Å):
Cl1 2.7170 0.3550 -0.0236
C1 1.4426 -0.8009 -0.0342
C2 -0.2415 0.0213 -0.1172
C3 -1.1893 0.4065 -0.9395
C4 -1.2764 0.6988 0.6241
H1 1.5585 -1.4878 -0.8364
H2 1.5011 -1.4698 0.9193
H3 -1.7446 0.5134 -1.8317
H4 -0.9524 1.7340 0.8855
H5 -1.8150 0.0296 1.3538


Below is a single C4H5Cl2FS molecule in a non-equilibrium geometry, with properties calculated with ωB97M-V/def2-TZVPD.

Output
SMILES string: F[C@H]1[C@@H](Cl)[C@@]1(Cl)CS
E_HOMO (eV): -9.293
LUMO energy (Ha): 0.0237
ΔE to the lowest compared entry with this formula, charge and spin (kJ/mol): 66.63

Geometry (Å):
F1 -2.4801 -0.3812 -0.3575
C1 -1.3346 -0.0784 -1.0200
C2 -0.4473 1.0205 -0.5380
Cl1 -0.8729 1.7715 0.9329
C3 0.0248 -0.4297 -0.5399
Cl2 1.1203 -0.8253 -1.8571
C4 0.2345 -1.0985 0.7887
S1 1.7105 -0.5240 1.6759
H1 -1.5185 -0.0691 -2.0727
H2 -0.0388 1.7613 -1.2102
H3 0.3963 -2.1777 0.7199
H4 -0.6596 -0.9609 1.4110
H5 1.7042 0.6913 1.1210


Below is a single C4H5Cl2OP molecule in a non-equilibrium geometry, with properties calculated with ωB97M-V/def2-TZVPD.

Output
SMILES string: O=[P@]1(Cl)C=C(Cl)CC1
E_HOMO (alpha / beta) (eV): -9.212 / -9.212
LUMO energy (alpha / beta) (Ha): -0.0295 / -0.0295
ΔE to the lowest compared entry with this formula, charge and spin (kJ/mol): 199.06

Geometry (Å):
O1 0.1228 -0.0964 2.8416
P1 0.3478 0.3272 1.4738
Cl1 1.7196 1.8512 1.5116
C1 -1.1590 0.9704 0.6206
C2 -0.8667 0.4362 -0.9894
Cl2 -1.7644 1.2087 -2.2738
C3 0.0516 -0.7105 -1.1178
C4 0.7452 -0.9855 0.1176
H1 -1.6987 1.8827 0.6363
H2 -0.5009 -1.5327 -1.3407
H3 0.7746 -0.5653 -2.0106
H4 0.4302 -1.8963 0.5258
H5 1.7979 -0.8897 0.0049


Below is a single C4H5Cl3O2 molecule, with properties calculated with ωB97M-V/def2-TZVPD.

Output
SMILES string: OC[C@@]1(O)[C@H](Cl)C1(Cl)Cl
E_HOMO (eV): -9.822
LUMO energy (Ha): 0.0166
ΔE to the lowest compared entry with this formula, charge and spin (kJ/mol): 0.00

Geometry (Å):
O1 0.7018 -1.0310 -1.7946
C1 0.2995 0.2103 -1.2590
C2 0.2993 0.0388 0.2511
O2 1.4772 -0.4680 0.7467
C3 -0.4372 1.0266 1.1220
Cl1 0.2565 1.5100 2.6427
C4 -0.9808 -0.3710 0.9660
Cl2 -0.8599 -1.4791 2.3083
Cl3 -2.4742 -0.5557 0.0738
H1 0.6390 -1.0008 -2.7541
H2 1.0191 0.9991 -1.5221
H3 -0.6982 0.4985 -1.6067
H4 1.7360 -1.2109 0.1821
H5 -0.9781 1.8333 0.6438


Below is 2 unconnected molecules or ions with the total composition C4H5Cl4OPS in a non-equilibrium geometry, with properties calculated with ωB97M-V/def2-TZVPD.

Output
E_HOMO (alpha / beta) (eV): -8.877 / -8.969
LUMO energy (alpha / beta) (Ha): -0.0543 / -0.1015
ΔE to the lowest compared entry with this formula, charge and spin (kJ/mol): 177.58

Geometry (Å):
C1 0.6385 -0.9601 2.0164
C2 0.1849 0.1723 1.5306
C3 0.6650 1.2562 -1.5554
C4 0.4202 2.2418 -0.3822
O1 -1.2176 -1.8074 -1.2836
P1 -1.1664 -2.4439 0.0386
S1 1.1385 1.6476 1.2293
Cl1 1.8103 -1.8254 2.7136
Cl2 -1.5077 0.2697 1.0715
Cl3 -0.3112 -4.3609 -0.1789
Cl4 -3.0368 -2.8712 0.7598
H1 1.7104 1.0175 -1.4111
H2 0.0508 0.3985 -1.4709
H3 0.4739 1.9209 -2.3742
H4 -0.6345 2.1524 -0.1523
H5 0.7817 3.1920 -0.5512


Below is 2 unconnected molecules or ions with the total composition C4H5ClF2 in a non-equilibrium geometry, with properties calculated with ωB97M-V/def2-TZVPD.

Output
E_HOMO (eV): -9.730
LUMO energy (Ha): 0.0300
ΔE to the lowest compared entry with this formula, charge and spin (kJ/mol): 240.25

Geometry (Å):
C1 -1.1000 1.6654 -0.6633
C2 -1.0993 0.3663 -0.3659
C3 1.5100 -0.3530 -0.3192
C4 0.5629 -0.1830 0.8092
F1 0.3036 -1.4304 1.2938
F2 0.7805 0.6692 1.8882
Cl1 -2.3618 -0.6797 -0.6393
H1 -1.8000 2.1260 -1.2842
H2 -0.2655 2.3461 -0.5315
H3 2.5703 -0.6219 -0.0717
H4 1.4756 0.4005 -0.9858
H5 1.0445 -1.2085 -0.7919


Below is 2 unconnected molecules or ions with the total composition C4H5ClN2 in a non-equilibrium geometry, with properties calculated with ωB97M-V/def2-TZVPD.

Output
E_HOMO (alpha / beta) (eV): -9.063 / -7.878
LUMO energy (alpha / beta) (Ha): -0.0037 / -0.0440
ΔE to the lowest compared entry with this formula, charge and spin (kJ/mol): 458.99

Geometry (Å):
C1 0.8166 1.1890 0.3489
C2 0.9997 -1.6394 -1.3791
C3 -1.4709 0.4396 0.9769
C4 0.0361 0.3550 1.1059
N1 1.4789 1.8161 -0.3534
N2 1.8626 -0.8586 -1.6836
Cl1 -0.5671 -2.2463 -1.6682
H1 -1.8959 0.5813 2.0166
H2 -1.8759 -0.5763 0.7278
H3 -1.7251 1.1894 0.2816
H4 0.4951 -0.1658 1.9132
H5 1.8460 -0.0839 -2.2866


Below is 2 unconnected molecules or ions with the total composition C4H5ClN2 in a non-equilibrium geometry, with properties calculated with ωB97M-V/def2-TZVPD.

Output
E_HOMO (alpha / beta) (eV): -9.672 / -8.213
LUMO energy (alpha / beta) (Ha): 0.0319 / -0.1377
ΔE to the lowest compared entry with this formula, charge and spin (kJ/mol): 99.31
Spin multiplicity: 3

Geometry (Å):
C1 -0.7464 -1.0708 0.5967
C2 -0.1220 -1.7859 -0.3851
C3 -0.2448 0.2245 0.5148
C4 0.6127 -0.8290 -1.0818
N1 0.6679 0.3107 -0.4346
N2 1.3311 1.4918 -0.8750
Cl1 3.6034 -0.2850 0.0795
H1 -1.5931 -1.3436 1.1642
H2 -0.1892 -2.8702 -0.6211
H3 -0.4740 1.0412 1.2147
H4 1.9077 1.2613 -1.7026
H5 1.9254 1.8157 -0.1621


Below is a single C4H5ClN2O molecule in a non-equilibrium geometry, with properties calculated with ωB97M-V/def2-TZVPD.

Output
SMILES string: [H]/N=C/C=C\N=C(\O)Cl
E_HOMO (eV): -8.431
LUMO energy (Ha): 0.0041
ΔE to the lowest compared entry with this formula, charge and spin (kJ/mol): 273.97

Geometry (Å):
H1 -0.7845 2.1694 -1.2030
N1 -0.6383 1.2601 -0.7539
C1 -1.6753 0.8921 -0.1129
C2 -1.5716 -0.3465 0.6624
C3 -0.4295 -1.1794 0.5959
N2 0.8200 -1.0941 0.1329
C4 1.6945 -0.2901 -0.2536
O1 2.6728 -0.7051 -1.0810
Cl1 1.8119 1.2445 0.6145
H2 -2.4265 1.6255 0.0644
H3 -2.5273 -0.8792 0.9050
H4 -0.4923 -2.0824 1.1549
H5 3.5461 -0.6148 -0.7257


Below is a single C4H5ClN2O molecule in a non-equilibrium geometry, with properties calculated with ωB97M-V/def2-TZVPD.

Output
SMILES string: [H]/N=C(\N)C(=O)/C=C/Cl
E_HOMO (eV): -9.517
LUMO energy (Ha): -0.0255
ΔE to the lowest compared entry with this formula, charge and spin (kJ/mol): 168.53

Geometry (Å):
H1 -2.1630 2.0570 -0.1555
N1 -1.2233 1.6335 0.0566
C1 -1.1580 0.3712 0.0259
N2 -2.2144 -0.5449 -0.0048
C2 0.1745 -0.3645 -0.1628
O1 0.2041 -1.6127 -0.1312
C3 1.3415 0.3337 -0.2032
C4 2.4464 -0.3982 0.0597
Cl1 4.0451 0.2254 0.0211
H2 -1.9928 -1.4372 0.4901
H3 -3.1945 -0.2672 0.2021
H4 1.2783 1.4784 -0.5017
H5 2.4559 -1.4748 0.3037


Below is 2 unconnected molecules or ions with the total composition C4H5ClO in a non-equilibrium geometry, with properties calculated with ωB97M-V/def2-TZVPD.

Output
E_HOMO (alpha / beta) (eV): -8.545 / -8.946
LUMO energy (alpha / beta) (Ha): -0.0492 / -0.0500
ΔE to the lowest compared entry with this formula, charge and spin (kJ/mol): 478.48

Geometry (Å):
C1 -0.7710 -2.5341 -0.3692
C2 -0.1496 -1.4703 0.2426
C3 1.1230 2.8416 -0.0188
C4 -0.7137 -0.3521 0.9045
O1 1.0664 4.0174 0.1241
Cl1 -1.9986 0.5279 0.3000
H1 -0.0797 -3.3264 -0.8063
H2 -1.8104 -2.3536 -0.7666
H3 0.8748 -1.7899 0.6911
H4 2.1781 2.4018 -0.4397
H5 0.2809 2.0377 0.1382


Below is a single C4H5ClO molecule in a non-equilibrium geometry, with properties calculated with ωB97M-V/def2-TZVPD.

Output
SMILES string: C=C[C@@H](Cl)C=O
E_HOMO (eV): -10.223
LUMO energy (Ha): 0.0133
ΔE to the lowest compared entry with this formula, charge and spin (kJ/mol): 115.58

Geometry (Å):
C1 -1.2552 0.3206 0.5819
C2 -0.5846 -0.1031 -0.4572
C3 0.9378 0.1956 -0.5121
Cl1 1.1960 1.8335 -0.0144
C4 1.7021 -0.7114 0.4043
O1 2.5658 -1.5598 0.1230
H1 -2.2881 0.1925 0.6319
H2 -0.7727 0.4996 1.5342
H3 -1.1440 -0.3310 -1.2767
H4 1.3636 0.0802 -1.5856
H5 1.2635 -0.5255 1.4896


Below is a single C4H5ClO2 molecule, with properties calculated with ωB97M-V/def2-TZVPD.

Output
SMILES string: ClC1[C@H]2OCO[C@H]12
E_HOMO (eV): -9.539
LUMO energy (Ha): 0.0310
ΔE to the lowest compared entry with this formula, charge and spin (kJ/mol): 393.56

Geometry (Å):
Cl1 3.0587 0.0775 -0.4234
C1 1.6044 -0.1468 0.5329
C2 0.3882 -0.6579 -0.1939
O1 -0.9392 -1.1450 -0.0928
C3 -1.6356 0.0935 -0.4661
O2 -0.7231 1.2433 -0.3105
C4 0.2684 0.6318 0.4822
H1 1.8456 -0.3688 1.5605
H2 0.6330 -0.4847 -1.2528
H3 -2.4973 0.1750 0.1889
H4 -1.9124 0.0649 -1.5230
H5 -0.0906 0.5172 1.4980


Below is a single C4H5ClOS2 molecule in a non-equilibrium geometry, with properties calculated with ωB97M-V/def2-TZVPD.

Output
SMILES string: CO/C(=C\Cl)C(=S)S
E_HOMO (eV): -9.030
LUMO energy (Ha): -0.0412
ΔE to the lowest compared entry with this formula, charge and spin (kJ/mol): 233.45

Geometry (Å):
C1 -1.6883 -1.1883 -1.4213
O1 -0.3193 -0.8407 -1.0737
C2 0.1472 0.2250 -0.2514
C3 0.6328 1.2678 -0.7917
Cl1 0.2799 1.4235 -2.5505
C4 0.0856 -0.1378 1.2278
S1 0.8149 0.9115 2.2940
S2 -0.3248 -1.8378 1.5220
H1 -1.5801 -2.0728 -2.1240
H2 -2.1877 -0.2645 -1.8619
H3 -2.2067 -1.5729 -0.3259
H4 1.2528 2.1276 -0.2526
H5 -0.3870 -1.8713 2.8755